A 2-piece molecular cluster, C2H3NO2S overall in a non-equilibrium geometry, computed with ωB97M-V/def2-TZVPD.

Structure (XYZ):
```
9
Properties=species:S:1:pos:R:3:forces:R:3
C -1.165416 -0.389692 -1.377922 2.3 2.6 3.4
C 0.544900 -0.432891 -0.155070 -4.0 1.0 -1.9
N 0.289226 0.558103 0.652432 -2.6 1.0 -0.2
O -1.754867 0.631124 -1.227991 -0.2 -0.4 -0.3
O 0.841403 0.810170 1.898967 1.8 -0.4 0.9
S 1.683251 -1.457747 -0.433291 2.0 -1.6 0.1
H -1.526527 -1.189511 -1.972529 0.1 -1.4 -0.9
H -0.691228 1.042003 0.595172 2.5 -1.2 0.0
H 1.779258 0.428441 2.020232 -2.0 0.5 -1.1
```
Positions in Å, forces in eV/Å.

Summary:
DFT total energy ... -681.27791 Ha
HOMO level ... -8.14 eV
Energy above the lowest of the compared OMol25 structures with the same formula, charge and spin ... 476.3 kJ/mol
Kohn-Sham gap ... 0.313 Ha